Entry from the Open Molecules 2025 dataset: a molecular structure, C22H18INO3S5V at a distorted geometry (ωB97M-V/def2-TZVPD).

Structure (XYZ):
```
51
Properties=species:S:1:pos:R:3:lowdin_spin:R:1
V -11.02 -13.44 10.41 2.81
S -11.44 -13.61 12.95 0.00
S -10.81 -11.60 13.18 0.03
S -11.50 -15.97 15.52 0.00
S -10.34 -15.01 14.17 0.01
I -8.64 -11.94 11.01 0.01
C -7.63 -12.84 9.46 0.00
C -6.47 -12.22 9.01 0.00
C -5.76 -12.87 7.97 0.00
C -6.16 -14.06 7.47 0.00
C -7.30 -14.72 7.98 0.00
C -7.73 -15.92 7.38 0.01
C -8.73 -16.62 7.88 0.00
C -9.46 -16.02 8.94 0.02
C -9.35 -14.71 9.44 0.00
C -8.14 -14.03 8.95 0.00
H -6.03 -11.34 9.55 0.00
H -4.86 -12.46 7.52 0.00
H -5.54 -14.58 6.76 0.00
H -7.16 -16.17 6.50 0.00
H -9.09 -17.52 7.34 0.00
H -10.33 -16.68 9.20 0.00
C -8.10 -9.44 6.05 0.00
O -8.50 -8.75 7.20 0.00
C -9.50 -9.35 7.87 0.00
C -9.92 -8.55 8.95 0.00
C -10.87 -9.15 9.72 0.00
C -11.35 -10.43 9.62 0.00
C -12.40 -10.91 10.57 0.01
C -13.34 -9.93 11.25 0.00
O -12.66 -12.12 10.74 0.02
C -10.83 -11.28 8.56 0.01
O -11.05 -12.56 8.41 0.03
C -9.94 -10.68 7.66 0.00
H -7.40 -8.68 5.69 0.00
H -8.94 -9.72 5.31 0.00
H -7.58 -10.38 6.32 0.00
H -9.57 -7.56 9.13 0.00
H -11.17 -8.55 10.57 0.00
H -14.39 -10.25 11.08 0.00
H -13.23 -8.91 10.96 0.00
H -13.19 -10.15 12.37 0.00
H -9.37 -11.19 6.84 0.00
S -13.97 -17.18 10.12 0.00
C -13.86 -16.40 8.54 0.00
C -13.11 -15.31 8.73 0.00
N -12.69 -14.96 9.97 0.02
C -13.04 -15.90 10.79 0.02
H -14.48 -16.68 7.77 0.00
H -12.94 -14.69 7.84 0.00
H -12.83 -15.95 11.84 0.00
```

As for the spin multiplicity: 4. The orbital gap (alpha / beta) is 0.157 / 0.157 hartree. As for the net charge: -2. The calculation puts the HOMO energy (alpha / beta) at -0.379 / -0.376 eV. The relative energy (zero: lowest compared OMol25 entry of this formula, charge and spin) comes out at 0.924 eV.


Entry from the Open Molecules 2025 dataset: a molecular structure, C22H18LiN2O3S2 (ωB97M-V/def2-TZVPD).

Structure (XYZ):
```
48
Properties=species:S:1:pos:R:3:nbo_charge:R:1
Li -1.42 -2.68 0.76 0.83
C -0.04 4.20 3.07 -0.62
C -0.49 2.77 3.18 -0.02
C -0.99 2.29 4.39 -0.22
C -1.43 0.98 4.50 -0.22
C -1.36 0.14 3.40 -0.24
C -0.86 0.60 2.19 -0.21
C -0.43 1.91 2.09 -0.21
S -1.88 -1.57 3.63 2.33
O -2.94 -1.52 4.61 -0.99
O -0.69 -2.29 3.99 -0.96
N -2.34 -2.09 2.21 -1.05
C -3.42 -1.65 1.51 0.38
C -4.31 -0.63 1.93 -0.30
C -5.37 -0.30 1.12 -0.16
C -5.54 -0.97 -0.09 -0.33
C -4.61 -1.93 -0.44 0.06
N -3.57 -2.27 0.32 -0.51
H 0.44 4.53 3.99 0.21
H -0.90 4.85 2.89 0.21
H 0.66 4.34 2.24 0.21
H -1.03 2.94 5.25 0.20
H -1.82 0.59 5.43 0.24
H -0.80 -0.08 1.34 0.24
H -0.04 2.28 1.14 0.21
H -4.14 -0.15 2.88 0.23
H -6.06 0.47 1.41 0.20
H -6.38 -0.75 -0.74 0.21
H -4.69 -2.47 -1.38 0.19
C 6.70 0.11 -4.10 -0.73
C 5.67 -0.35 -5.09 0.49
O 5.71 -1.37 -5.70 -0.52
S 4.27 0.84 -5.27 0.11
C 3.15 -0.03 -4.17 -0.21
C 2.74 0.60 -3.00 -0.23
C 1.88 -0.04 -2.13 -0.15
C 1.42 -1.34 -2.40 -0.07
C 1.84 -1.95 -3.59 -0.19
C 2.69 -1.31 -4.47 -0.22
C 0.57 -2.02 -1.48 -0.34
C -0.13 -2.65 -0.70 -0.41
H 7.56 -0.55 -4.10 0.22
H 6.23 0.11 -3.11 0.25
H 6.99 1.14 -4.32 0.24
H 3.11 1.60 -2.79 0.21
H 1.56 0.45 -1.23 0.21
H 1.48 -2.95 -3.81 0.22
H 3.00 -1.79 -5.39 0.23
```

As for the spin multiplicity: 1. The orbital gap is 0.272 hartree. As for the net charge: -1. The calculation puts the HOMO energy at -5.077 eV. The relative energy (zero: lowest compared OMol25 entry of this formula, charge and spin) comes out at 0.099 eV.


Entry from the Open Molecules 2025 dataset: a molecular structure, C22H18MoO7P3S at a distorted geometry (ωB97M-V/def2-TZVPD).

Structure (XYZ):
```
52
Properties=species:S:1:pos:R:3:nbo_charge:R:1
Mo -0.06 -0.14 0.63 0.56
C 5.91 -1.58 1.47 -0.16
C 4.77 -1.33 2.23 -0.20
C 3.62 -0.86 1.62 -0.17
C 3.60 -0.64 0.24 -0.42
C 4.75 -0.90 -0.52 -0.13
C 5.90 -1.35 0.10 -0.22
P 2.15 0.02 -0.60 1.15
C 2.12 -0.72 -2.24 -0.40
C 2.32 -2.09 -2.39 -0.19
C 2.18 -2.68 -3.64 -0.20
C 1.84 -1.90 -4.74 -0.18
C 1.64 -0.53 -4.59 -0.21
C 1.78 0.06 -3.35 -0.13
C 2.28 1.78 -0.85 -0.40
C 3.43 2.43 -1.17 -0.15
C 3.40 3.80 -1.49 -0.20
C 2.21 4.46 -1.50 -0.14
C 1.00 3.81 -1.15 -0.10
C -0.23 4.51 -1.12 -0.12
C -1.35 3.90 -0.70 -0.30
C -1.29 2.55 -0.28 0.35
C -0.17 1.77 -0.33 -0.30
C 1.03 2.44 -0.78 0.06
H 6.81 -1.94 1.95 0.23
H 4.78 -1.51 3.29 0.23
H 2.75 -0.66 2.23 0.23
H 4.74 -0.74 -1.59 0.22
H 6.78 -1.55 -0.49 0.23
H 2.59 -2.70 -1.54 0.23
H 2.34 -3.74 -3.75 0.23
H 1.73 -2.36 -5.71 0.23
H 1.38 0.07 -5.45 0.23
H 1.62 1.13 -3.24 0.22
H 4.37 1.89 -1.20 0.23
H 4.32 4.32 -1.74 0.23
H 2.17 5.52 -1.76 0.23
H -0.25 5.55 -1.42 0.23
H -2.29 4.44 -0.65 0.23
H -3.10 2.71 0.45 0.53
O -3.42 0.67 2.12 -0.96
P -1.87 0.66 1.91 2.19
O -2.43 2.03 0.32 -0.70
O -1.26 -0.72 2.24 -0.94
O -1.27 1.78 2.85 -1.06
P 0.33 1.57 3.34 2.55
O 0.89 3.03 3.17 -0.98
O 0.43 0.95 4.64 -1.05
O 0.93 0.80 2.10 -1.06
H -3.74 -0.11 2.60 0.54
H 0.99 3.49 4.02 0.53
S -0.91 -1.42 -0.79 0.17
```

As for the spin multiplicity: 1. The orbital gap is 0.250 hartree. As for the net charge: +1. The calculation puts the HOMO energy at -11.466 eV. The relative energy (zero: lowest compared OMol25 entry of this formula, charge and spin) comes out at 2.311 eV.


Entry from the Open Molecules 2025 dataset: a gas-phase ion, C22H18N3O3 (charge -1) at a distorted geometry (ωB97M-V/def2-TZVPD).

Structure (XYZ):
```
46
Properties=species:S:1:pos:R:3:nbo_charge:R:1
C -5.54 3.19 1.41 -0.26
O -5.09 1.83 1.51 -0.50
C -3.77 1.65 1.14 0.30
C -3.21 0.38 1.41 -0.27
C -1.87 0.15 1.16 -0.19
C -1.07 1.13 0.57 0.01
C 0.42 0.74 0.71 -0.13
C 1.26 1.92 0.91 -0.58
C 2.65 1.86 0.88 0.33
N 3.81 1.99 0.96 -0.50
C 0.77 3.18 1.37 0.33
N 0.33 4.19 1.79 -0.48
C -1.66 2.35 0.17 -0.19
C -3.00 2.61 0.45 -0.31
H -6.52 3.22 1.87 0.19
H -4.86 3.87 1.94 0.19
H -5.64 3.46 0.35 0.17
H -3.85 -0.38 1.84 0.21
H -1.37 -0.76 1.55 0.21
H 0.49 -0.16 1.43 0.17
H -1.10 3.20 -0.27 0.24
H -3.47 3.56 0.19 0.21
C 5.41 0.89 -1.76 -0.63
C 4.73 -0.14 -0.91 -0.08
O 3.28 0.03 -1.09 -0.51
C 2.52 -0.64 -0.21 0.82
C 1.00 -0.45 -0.41 -0.36
C 0.36 -1.82 -0.63 0.00
C 0.77 -2.95 0.10 -0.16
C 0.19 -4.22 -0.05 -0.18
C -0.77 -4.42 -1.05 -0.20
C -1.41 -5.72 -1.20 0.30
N -1.94 -6.75 -1.39 -0.35
C -1.17 -3.34 -1.85 -0.17
C -0.58 -2.07 -1.67 -0.19
O 3.03 -1.34 0.63 -0.63
H 6.49 0.81 -1.64 0.20
H 5.20 0.78 -2.82 0.20
H 5.12 1.88 -1.43 0.24
H 5.01 -1.15 -1.22 0.17
H 5.00 -0.02 0.15 0.23
H 0.81 0.17 -1.27 0.24
H 1.59 -2.85 0.79 0.25
H 0.49 -5.04 0.61 0.22
H -1.96 -3.51 -2.61 0.22
H -0.86 -1.29 -2.40 0.22
```

As for the spin multiplicity: 1. The orbital gap is 0.228 hartree. As for the net charge: -1. The calculation puts the HOMO energy at -3.776 eV. The relative energy (zero: lowest compared OMol25 entry of this formula, charge and spin) comes out at 0.639 eV.


Which value of relative energy (zero: lowest compared OMol25 entry of this formula, charge and spin) does entry 2 give?
0.099 eV


The lowest relative energy (zero: lowest compared OMol25 entry of this formula, charge and spin) belongs to which entry?
C22H18LiN2O3S2